Record 1
The following is a quantum chemistry calculation of a cluster of 2 separate species, C6H16O2 in total in a non-equilibrium geometry, from OMol25.

The net charge is 0. Its energy above the lowest of the compared OMol25 structures with the same formula, charge and spin is 31.20 kcal per mole. The LUMO energy comes out at 0.85 eV. Its structure (SMILES) is CCCCCCO.O. The calculation puts the orbital gap at 11.1 eV.

Last column: natural (NBO) charge in e.
CARTESIAN COORDINATES (ANGSTROEM)
C: 0.394 1.678 -1.392  -0.6111
C: 0.452 0.163 -1.722  -0.4093
C: -0.766 -0.708 -1.618  -0.4036
C: -0.361 -2.124 -0.961  -0.3927
C: -0.639 -2.098 0.561  -0.4234
C: 0.213 -0.940 1.188  -0.0680
O: 0.378 -1.079 2.589  -0.7280
H: 0.511 1.877 -0.341  0.1892
H: 1.102 2.072 -2.109  0.2171
H: -0.543 2.189 -1.654  0.2067
H: 1.236 -0.235 -1.091  0.1976
H: 0.755 0.158 -2.780  0.2012
H: -1.602 -0.278 -1.052  0.1969
H: -1.144 -0.938 -2.610  0.2072
H: -1.114 -2.841 -1.349  0.2021
H: 0.590 -2.395 -1.351  0.2025
H: -1.712 -2.034 0.687  0.2050
H: -0.441 -3.021 1.092  0.1944
H: -0.458 -0.037 1.034  0.1841
H: 1.190 -1.005 0.784  0.1666
H: 0.545 -1.996 2.818  0.4622
O: 0.113 4.197 1.150  -0.9345
H: 1.007 4.178 0.792  0.4698
H: -0.189 3.285 1.150  0.4678

***

Record 2
The following is a quantum chemistry calculation of an isolated molecule of C26H31NO6, from OMol25.

The net charge is 0. Its energy above the lowest of the compared OMol25 structures with the same formula, charge and spin is 54.50 kcal per mole. The LUMO energy comes out at 0.02 eV. Its structure (SMILES) is CCCOc1ccc(C2C3=C(CCCC3=O)N(CC(=O)O)C3=C2C(=O)CCC3)cc1OCC. The calculation puts the orbital gap at 8.0 eV.

Last column: natural (NBO) charge in e.
CARTESIAN COORDINATES (ANGSTROEM)
C: -4.740 1.169 4.441  -0.6077
C: -4.980 0.456 3.116  -0.4265
C: -5.115 1.442 1.954  -0.0596
O: -3.961 2.242 1.771  -0.5066
C: -2.744 1.658 1.551  0.2478
C: -1.658 2.315 2.120  -0.2266
C: -0.364 1.868 1.951  -0.2164
C: -0.123 0.726 1.205  -0.0062
C: 1.305 0.253 1.001  -0.3118
C: 1.394 -1.215 0.689  -0.1033
C: 1.376 -1.643 -0.591  0.2416
C: 1.397 -3.107 -0.937  -0.4519
C: 2.082 -3.897 0.175  -0.3809
C: 1.403 -3.609 1.505  -0.4990
C: 1.431 -2.128 1.834  0.5467
O: 1.448 -1.730 2.979  -0.5333
N: 1.387 -0.726 -1.643  -0.4559
C: 0.940 -1.122 -2.956  -0.3448
C: 2.069 -1.489 -3.936  0.7726
O: 1.869 -1.678 -5.097  -0.5537
O: 3.282 -1.599 -3.388  -0.6656
C: 1.836 0.574 -1.401  0.2582
C: 1.919 1.035 -0.135  -0.1595
C: 2.593 2.289 0.208  0.5667
O: 2.748 2.647 1.357  -0.5505
C: 3.130 3.098 -0.955  -0.4988
C: 2.310 2.869 -2.213  -0.3846
C: 2.323 1.386 -2.568  -0.4486
C: -1.195 0.072 0.616  -0.2652
C: -2.502 0.517 0.764  0.2330
O: -3.587 -0.101 0.187  -0.5115
C: -3.399 -1.196 -0.679  -0.0568
C: -2.903 -0.777 -2.061  -0.6400
H: -3.841 1.777 4.382  0.2126
H: -4.617 0.447 5.245  0.2087
H: -5.580 1.818 4.681  0.1990
H: -4.148 -0.222 2.910  0.2058
H: -5.895 -0.137 3.167  0.2051
H: -5.902 2.171 2.171  0.1818
H: -5.370 0.906 1.035  0.1913
H: -1.863 3.198 2.705  0.2252
H: 0.460 2.398 2.403  0.2354
H: 1.857 0.464 1.923  0.2736
H: 1.914 -3.291 -1.880  0.2209
H: 0.368 -3.472 -1.045  0.2198
H: 2.038 -4.964 -0.051  0.2182
H: 3.134 -3.608 0.234  0.2068
H: 1.873 -4.156 2.323  0.2393
H: 0.353 -3.914 1.464  0.2223
H: 0.283 -1.992 -2.879  0.2502
H: 0.342 -0.330 -3.415  0.2473
H: 3.269 -1.396 -2.437  0.4956
H: 3.143 4.150 -0.668  0.2393
H: 4.167 2.789 -1.121  0.2238
H: 2.715 3.451 -3.043  0.2189
H: 1.281 3.192 -2.039  0.2108
H: 1.714 1.223 -3.457  0.2223
H: 3.348 1.087 -2.818  0.2258
H: -1.001 -0.816 0.036  0.1993
H: -2.731 -1.941 -0.228  0.1661
H: -4.394 -1.644 -0.766  0.1953
H: -2.794 -1.652 -2.697  0.2113
H: -1.948 -0.262 -1.986  0.2064
H: -3.619 -0.098 -2.516  0.2208

***

Record 3
The following is a quantum chemistry calculation of an isolated molecule of C4H5FS in a non-equilibrium geometry, from OMol25.

The net charge is 0. Its energy above the lowest of the compared OMol25 structures with the same formula, charge and spin is 51.23 kcal per mole. The LUMO energy comes out at 0.92 eV. Its structure (SMILES) is C=CS/C=C\F. The calculation puts the orbital gap at 9.3 eV.

Last column: natural (NBO) charge in e.
CARTESIAN COORDINATES (ANGSTROEM)
C: 2.217 -0.106 -0.952  -0.3884
C: 1.338 -0.067 0.131  -0.3619
S: -0.054 1.053 -0.083  0.2744
C: -1.269 -0.112 0.003  -0.4751
C: -2.275 0.118 0.747  0.2443
F: -2.301 1.247 1.450  -0.3211
H: 2.149 0.625 -1.888  0.2191
H: 3.216 -0.561 -0.908  0.2011
H: 1.195 -0.634 1.065  0.2312
H: -1.187 -0.996 -0.395  0.2103
H: -3.030 -0.568 0.829  0.1661

***

Record 4
The following is a quantum chemistry calculation of a structure of composition C11H16BrCl2DyNO2P in a non-equilibrium geometry, from OMol25.

The net charge is +2. Its energy above the lowest of the compared OMol25 structures with the same formula, charge and spin is 27.85 kcal per mole. The LUMO energy (alpha / beta) comes out at -9.65 / -6.99 eV. Its expectation value of S² is 9.316. Its multiplicity is 6. The calculation puts the orbital gap (alpha / beta) at 6.0 / 8.7 eV.

Last column: Löwdin spin population.
CARTESIAN COORDINATES (ANGSTROEM)
C: 5.004 0.466 -2.544  0.0000
C: 3.779 0.500 -1.697  0.0004
H: 5.521 -0.491 -2.421  0.0000
H: 5.656 1.296 -2.237  0.0000
H: 4.748 0.625 -3.604  0.0000
O: 3.220 -0.406 -1.071  0.0035
Cl: 3.015 2.133 -1.612  0.0044
Dy: 0.819 0.526 0.352  5.3107
P: -1.060 -1.059 -1.268  -0.1159
C: -1.752 -2.724 -1.336  -0.0171
C: -2.533 -0.097 -1.705  -0.0232
H: 0.357 -0.030 -2.960  0.0000
H: -0.737 -1.292 -3.593  -0.0030
H: 0.728 -1.834 -2.742  0.0000
C: -0.045 -1.045 -2.789  -0.0089
H: -2.261 0.965 -1.815  -0.0007
H: -2.846 -0.516 -2.663  -0.0052
H: -2.206 -2.783 -2.323  -0.0045
H: -2.550 -2.813 -0.589  -0.0001
H: -3.313 -0.295 -0.949  0.0000
H: -0.973 -3.493 -1.271  -0.0001
C: -0.194 -1.892 0.905  -0.0230
O: -0.732 -2.733 1.505  -0.0109
Cl: -0.281 2.455 -0.526  -0.0911
Br: 0.997 3.038 5.112  -0.0004
C: -0.229 2.022 4.112  0.0000
C: -1.545 1.778 4.532  0.0016
C: -2.317 0.944 3.690  -0.0018
C: -1.771 0.357 2.559  -0.0022
N: -0.473 0.572 2.223  -0.0234
C: 0.272 1.471 2.936  0.0077
H: -1.911 2.197 5.456  0.0001
H: -3.354 0.738 3.932  -0.0003
H: -2.327 -0.290 1.845  -0.0004
H: 1.294 1.710 2.558  0.0037